No. 1
# C6H12MnOS3Se3Te

A structure of composition C6H12MnOS3Se3Te (wB97M-V/def2-TZVPD, the Open Molecules 2025 dataset).

Each line ends with the Löwdin charge.
Positions of all 27 atoms, in Å:
Mn (-0.6502, 0.2166, -0.2267)  -0.377
C (-2.5953, 3.3318, 0.8140)  -0.503
C (-2.1119, 2.5665, 2.0409)  -0.495
S (-0.6018, 1.5826, 1.8891)  0.779
C (0.7018, 2.7739, 1.4851)  -0.482
C (0.7401, 3.3028, 0.0513)  -0.454
S (0.6541, 1.9743, -1.1922)  0.898
C (-0.5151, 2.6158, -2.4191)  -0.481
C (-1.8077, 3.2374, -1.8977)  -0.492
S (-2.7253, 2.2727, -0.6561)  0.899
H (-1.9392, 4.1715, 0.5946)  0.060
H (-3.5796, 3.7472, 1.0342)  0.077
H (-2.8500, 1.8126, 2.3247)  0.072
H (-2.0059, 3.2465, 2.8881)  0.084
H (1.6123, 2.2124, 1.6981)  0.065
H (0.6574, 3.6067, 2.1889)  0.090
H (1.6725, 3.8480, -0.0962)  0.084
H (-0.0748, 3.9976, -0.1311)  0.048
H (-0.7324, 1.7153, -2.9944)  0.065
H (-0.0042, 3.3354, -3.0601)  0.084
H (-2.4700, 3.3758, -2.7526)  0.078
H (-1.6362, 4.2304, -1.4838)  0.065
Se (1.3269, -0.8693, 0.6223)  0.086
Se (0.7834, -1.6807, 2.7403)  -0.173
Te (-1.4181, -2.8129, 2.3297)  0.405
Se (-2.4574, -1.3235, 0.7565)  0.073
O (-1.1122, -0.2502, -1.6931)  -0.557

Cartesian forces (eV/Å) of the 2 atoms listed first:
-0.3 0.0 0.3
0.0 0.0 0.0

Lowest unoccupied orbital energy (spin up / spin down) = -0.003 / -0.067 hartree
HOMO level (spin up / spin down) = -7.30 / -7.21 eV
Energy above the lowest of the compared OMol25 structures with the same formula, charge and spin = 0.0 kJ/mol
2S+1 = 4
Gap between HOMO and LUMO (spin up / spin down) = 7.21 / 5.39 eV

No. 2
# C3H9N2S

The ion C3H9N2S with charge -1 (wB97M-V/def2-TZVPD, the Open Molecules 2025 dataset).

Each line ends with the Löwdin charge.
Positions of all 15 atoms, in Å:
N (1.5376, -0.5959, 1.4047)  -0.016
C (0.8801, -0.7915, 0.1202)  -0.279
C (-0.3466, 0.0962, -0.0657)  -0.542
N (-0.1462, 1.5324, 0.1799)  -0.006
C (-1.1648, -0.1838, -1.3110)  -0.752
S (-2.6832, 0.8053, -1.3940)  0.121
H (2.5396, -0.6640, 1.4213)  0.046
H (1.2201, 0.2476, 1.8495)  0.033
H (1.5869, -0.6354, -0.7074)  0.105
H (0.5011, -1.8181, 0.0270)  0.099
H (-0.9982, -0.2426, 0.7643)  0.117
H (0.2493, 1.7105, 1.0892)  0.026
H (-1.0780, 1.9351, 0.0761)  -0.020
H (-1.4935, -1.2144, -1.2034)  0.025
H (-0.6042, -0.1813, -2.2507)  0.043

Cartesian forces (eV/Å) of the 2 atoms listed first:
-0.6 -0.3 0.5
0.3 0.3 -1.0

Net charge = -1
Lowest unoccupied orbital energy = 0.145 hartree
SMILES string = NC[C@@H](N)C[S-]
HOMO level = -2.36 eV
Energy above the lowest of the compared OMol25 structures with the same formula, charge and spin = 56.6 kJ/mol
Gap between HOMO and LUMO = 6.30 eV

No. 3
# C3H4NO

The ion C3H4NO with charge +1 (wB97M-V/def2-TZVPD, the Open Molecules 2025 dataset).

Each line ends with the Löwdin charge.
Positions of all 9 atoms, in Å:
C (1.1377, 0.3355, -0.8160)  0.007
C (-0.8885, 0.6446, 0.1216)  0.047
C (-0.2540, -0.7108, 0.6319)  -0.021
N (1.0703, -0.7803, -0.2086)  0.150
O (-0.1335, 1.1530, -0.6720)  0.139
H (1.7010, 0.8506, -1.6002)  0.166
H (-1.8519, 1.0800, 0.2395)  0.164
H (0.0979, -0.8357, 1.6880)  0.151
H (-0.8790, -1.7369, 0.6157)  0.197

Cartesian forces (eV/Å) of the 2 atoms listed first:
-1.0 -2.1 0.2
0.3 -4.2 2.0

Net charge = +1
Lowest unoccupied orbital energy = -0.235 hartree
HOMO level = -17.48 eV
Energy above the lowest of the compared OMol25 structures with the same formula, charge and spin = 144.0 kJ/mol
Gap between HOMO and LUMO = 11.09 eV

No. 4
# C32H49BClF3N2O9S

A cluster of 2 separate species, C32H49BClF3N2O9S in total (wB97M-V/def2-TZVPD, the Open Molecules 2025 dataset).

Each line ends with the Löwdin charge.
Positions of all 98 atoms, in Å:
C (-0.1828, 2.9141, 4.3954)  -0.081
C (-1.4867, 2.3578, 3.7941)  -0.219
C (-1.8480, 0.9109, 4.2503)  -0.118
C (-1.7263, -0.1638, 3.1178)  -0.254
C (-1.5954, -1.5891, 3.7161)  -0.009
N (-0.6879, 0.1678, 2.1117)  0.096
C (0.6392, 0.1149, 2.3924)  -0.102
C (1.1610, -0.2647, 3.7725)  -0.146
C (1.6448, -1.7524, 3.9255)  -0.667
C (1.5721, -2.6074, 2.6648)  -0.089
Cl (3.2729, -1.7701, 4.6954)  0.655
C (1.5921, 0.4363, 1.4296)  -0.038
C (3.1044, 0.3889, 1.6934)  -0.062
C (3.9354, -0.6245, 0.8485)  -0.367
C (5.1664, 0.0285, 0.1443)  -0.029
O (4.5090, -1.5576, 1.7899)  -0.102
C (1.1828, 0.8620, 0.1304)  -0.032
C (2.1931, 1.2717, -0.9130)  -0.098
C (2.5078, 0.1773, -1.9808)  -0.129
C (2.0268, 0.5091, -3.4150)  -0.215
N (2.3818, 1.8600, -3.8643)  -0.028
C (1.2513, 2.7109, -4.2380)  -0.179
C (1.4600, 3.4804, -5.5323)  -0.164
C (1.9094, 4.7855, -5.5091)  -0.047
C (2.0526, 5.4752, -6.6858)  -0.100
C (1.7543, 4.8720, -7.8830)  -0.087
C (1.3137, 3.5694, -7.9183)  -0.010
C (1.1702, 2.8847, -6.7363)  -0.280
O (0.7137, 1.5872, -6.8125)  0.050
C (-0.2009, 0.9105, -0.0930)  -0.087
C (-0.7420, 1.3829, -1.4289)  -0.046
C (-1.2785, 0.2019, -2.3173)  -0.141
O (-0.8556, -1.0403, -1.7494)  -0.037
C (-0.7394, -2.0509, -2.6647)  -0.278
O (-0.1446, -1.9709, -3.7140)  0.087
C (-1.0733, 0.5698, 0.8954)  0.014
B (-2.6308, 0.7435, 0.4722)  -0.618
O (-3.3135, 1.9002, 0.8088)  0.193
O (-3.2576, -0.2170, -0.2625)  0.051
C (-4.2872, -0.8757, 0.5659)  -0.150
C (-3.7314, -2.2655, 0.8938)  -0.017
H (0.6412, 2.1970, 4.4274)  0.050
H (0.1523, 3.7381, 3.7517)  0.079
H (-0.3247, 3.3158, 5.4021)  0.082
H (-2.2862, 3.0176, 4.1571)  0.111
H (-1.5183, 2.4699, 2.7047)  0.090
H (-1.3358, 0.6149, 5.1694)  0.113
H (-2.9115, 0.9568, 4.5167)  0.123
H (-2.7339, -0.2078, 2.6982)  0.115
H (-1.3550, -2.3291, 2.9515)  0.085
H (-2.5896, -1.8751, 4.0833)  0.114
H (-0.9385, -1.6275, 4.5824)  0.071
H (1.9462, 0.4415, 4.0418)  0.093
H (0.4090, -0.1315, 4.5482)  0.085
H (0.9951, -2.2337, 4.6564)  0.080
H (1.6924, -3.6521, 2.9787)  0.098
H (2.3627, -2.4155, 1.9415)  0.052
H (0.6130, -2.5578, 2.1435)  0.077
H (3.4774, 1.3868, 1.4324)  0.115
H (3.3791, 0.2289, 2.7347)  0.094
H (3.3351, -1.2248, 0.1578)  0.128
H (5.2813, -0.3808, -0.8618)  0.073
H (5.0989, 1.1202, 0.1583)  0.073
H (6.0628, -0.2536, 0.7018)  0.087
H (4.5056, -2.4439, 1.4142)  0.098
H (3.1325, 1.5698, -0.4498)  0.088
H (1.8458, 2.1780, -1.4236)  0.111
H (2.1812, -0.8235, -1.6816)  0.115
H (3.5990, 0.1191, -2.0567)  0.093
H (0.9726, 0.2647, -3.5327)  0.070
H (2.5704, -0.1961, -4.0637)  0.119
H (2.9955, 2.3262, -3.2117)  0.107
H (1.0425, 3.4753, -3.4656)  0.115
H (0.3143, 2.1508, -4.3475)  0.115
H (2.1045, 5.2354, -4.5380)  0.114
H (2.3828, 6.5105, -6.6751)  0.106
H (1.8661, 5.4499, -8.7957)  0.109
H (1.0949, 3.1119, -8.8775)  0.124
H (1.2557, 1.0163, -6.2542)  0.100
H (0.0369, 1.8558, -2.0287)  0.081
H (-1.5033, 2.1658, -1.3134)  0.139
H (-2.3716, 0.2788, -2.2844)  0.125
H (-1.0000, 0.3320, -3.3642)  0.113
H (-1.2070, -3.0047, -2.3616)  0.158
H (-3.2928, 2.0670, 1.7592)  0.096
H (-4.4643, -0.2980, 1.4798)  0.111
H (-5.1728, -0.9275, -0.0686)  0.133
H (-3.0299, -2.2301, 1.7253)  0.048
H (-3.1484, -2.5532, 0.0131)  0.090
H (-4.5511, -2.9665, 1.0631)  0.094
C (-5.6840, -7.1665, 2.0827)  -0.667
F (-6.4602, -6.4228, 1.2704)  0.098
F (-6.4920, -7.6954, 3.0141)  0.111
F (-5.2182, -8.1876, 1.3456)  0.108
S (-4.3215, -6.1762, 2.8313)  0.419
O (-4.9983, -5.1304, 3.5762)  -0.356
O (-3.5624, -5.6866, 1.6923)  -0.361
O (-3.6082, -7.1198, 3.6595)  -0.331

Cartesian forces (eV/Å) of the 2 atoms listed first:
0.2 0.3 -0.7
-0.2 0.0 1.0

Lowest unoccupied orbital energy = -0.059 hartree
HOMO level = -7.68 eV
Gap between HOMO and LUMO = 6.07 eV

No. 5
# C30H44InN2O6P2

A structure of composition C30H44InN2O6P2 (wB97M-V/def2-TZVPD, the Open Molecules 2025 dataset).

Each line ends with the Löwdin charge.
Positions of all 85 atoms, in Å:
In (2.2696, -1.0396, -1.7772)  1.118
C (-1.7643, 1.9107, 2.1608)  -0.203
C (-2.6275, 1.8168, 1.0587)  -0.214
C (-2.6949, -0.1922, 2.1742)  -0.208
C (-1.7788, 0.6630, 2.8425)  -0.153
C (-3.1859, 0.5064, 1.0543)  -0.196
C (-1.0657, 3.1386, 2.6290)  -0.038
H (-0.6369, 3.7113, 1.8051)  0.040
H (-0.2598, 2.8660, 3.3112)  0.070
H (-1.7446, 3.8053, 3.1793)  0.099
C (-0.9475, 0.3202, 4.0216)  -0.007
H (-0.6378, 1.2205, 4.5752)  0.082
H (-0.0323, -0.2192, 3.7182)  0.079
H (-1.5071, -0.3303, 4.7054)  0.088
C (-3.1228, -1.5318, 2.6112)  -0.032
H (-4.2125, -1.6248, 2.5576)  0.091
H (-2.8119, -1.7368, 3.6397)  0.080
H (-2.7026, -2.3150, 1.9744)  0.061
C (-4.1781, -0.0640, 0.1006)  -0.053
H (-5.1840, -0.0786, 0.5525)  0.102
H (-3.9184, -1.1000, -0.1599)  0.073
H (-4.2376, 0.5197, -0.8242)  0.051
C (-2.9792, 2.8601, 0.0618)  -0.039
H (-3.9539, 3.3153, 0.2923)  0.100
H (-3.0488, 2.4474, -0.9569)  0.063
H (-2.2416, 3.6632, 0.0541)  0.062
C (3.6437, 0.5908, -2.2740)  -0.351
C (3.0641, 1.9496, -1.8746)  -0.444
C (2.7137, 3.0184, -2.9391)  -0.180
C (2.0858, 2.5249, -4.2277)  -0.159
C (1.2743, 1.2529, -4.1818)  -0.118
C (1.6356, -0.0265, -4.4762)  -0.170
C (3.0485, -0.5368, -4.5557)  -0.225
C (4.0385, 0.3148, -3.7530)  -0.201
H (3.6379, 3.5650, -3.1486)  0.129
H (2.8171, 2.4453, -5.0315)  0.120
H (2.0753, 3.8037, -2.4997)  0.085
H (4.1651, 1.2893, -4.1969)  0.097
H (4.5558, 0.5115, -1.6464)  0.100
H (3.9079, 2.4185, -1.3323)  0.094
H (5.0253, -0.1730, -3.7632)  0.129
H (3.0928, -1.5932, -4.2613)  0.091
H (0.8878, -0.6103, -5.0513)  0.135
H (3.2954, -0.5539, -5.6284)  0.140
H (1.3878, 3.3052, -4.5644)  0.128
H (0.1823, 1.4638, -4.2354)  0.107
P (1.8828, 1.9938, -0.4010)  1.080
C (3.0440, 2.2703, 0.9730)  -0.177
C (0.7669, 3.4234, -0.4014)  -0.228
P (-1.3766, -0.5118, -1.9169)  0.939
C (0.0297, 0.6321, -1.6014)  -0.266
C (-2.1849, 0.4874, -3.2544)  -0.247
C (-0.5433, -1.8497, -2.9067)  -0.306
H (2.8481, 1.4508, 1.6836)  0.056
H (2.8622, 3.2565, 1.4162)  0.064
H (4.0757, 2.2138, 0.5974)  0.062
H (0.6275, 3.9158, -1.3729)  0.061
H (1.1750, 4.1505, 0.3150)  0.066
H (-0.1943, 3.0341, -0.0462)  0.007
H (0.4549, -1.5983, -3.3029)  -0.049
H (-1.1275, -2.0710, -3.8152)  0.062
H (-0.4372, -2.7520, -2.3074)  0.034
H (0.7759, 0.6704, -2.4363)  -0.064
H (-0.3254, 1.6690, -1.6544)  0.005
H (-3.2227, 0.6394, -2.9695)  0.026
H (-2.1628, -0.0266, -4.2265)  0.058
H (-1.6943, 1.4624, -3.3113)  0.024
O (1.6675, -1.1063, 1.7043)  -0.032
C (0.9500, -2.0139, 1.2347)  -0.608
O (0.6932, -2.2337, -0.0015)  -0.158
C (0.3238, -2.9341, 2.3007)  -0.086
C (-0.7062, -3.8487, 2.0087)  0.059
C (-1.1444, -4.8088, 2.9655)  -0.116
C (-0.5601, -4.8705, 4.2484)  0.110
C (0.4057, -3.8994, 4.5827)  -0.115
C (0.7992, -2.9282, 3.6313)  0.078
N (0.9391, -3.9659, 5.9167)  -0.310
O (0.6060, -4.9378, 6.6351)  0.071
O (1.7111, -3.0505, 6.2901)  0.069
N (-2.2608, -5.6695, 2.6729)  -0.315
O (-2.9097, -5.4732, 1.6180)  0.057
O (-2.5505, -6.5723, 3.4796)  0.079
H (-1.1991, -3.8449, 1.0302)  0.127
H (-0.8863, -5.6225, 4.9622)  0.133
H (1.5174, -2.1723, 3.9398)  0.124

Cartesian forces (eV/Å) of the 2 atoms listed first:
-0.6 -1.7 1.8
-0.9 1.3 -2.1

Net charge = +1
Lowest unoccupied orbital energy (spin up / spin down) = -0.208 / -0.210 hartree
HOMO level (spin up / spin down) = -9.39 / -9.52 eV
Energy above the lowest of the compared OMol25 structures with the same formula, charge and spin = 0.0 kJ/mol
Gap between HOMO and LUMO (spin up / spin down) = 3.74 / 3.82 eV

No. 6
# CH5NOS

A cluster of 2 separate species, CH5NOS in total (wB97M-V/def2-TZVPD, the Open Molecules 2025 dataset).

Each line ends with the Löwdin charge.
Positions of all 9 atoms, in Å:
C (-1.2366, -0.1171, -0.1556)  -0.165
N (2.1267, -0.4497, 0.1542)  -0.482
O (-2.3583, 0.5727, 0.2950)  -0.049
S (1.1892, 0.9102, -0.2456)  0.512
H (-1.1740, -0.8928, 0.5660)  0.050
H (-1.1638, -0.4081, -1.2375)  0.066
H (3.0189, -0.5213, -0.3040)  -0.002
H (2.2914, -0.3364, 1.1749)  0.008
H (-2.6933, 1.2425, -0.2473)  0.061

Cartesian forces (eV/Å) of the 2 atoms listed first:
-0.4 0.8 -1.1
-0.4 0.4 2.1

Lowest unoccupied orbital energy (spin up / spin down) = 0.010 / -0.009 hartree
HOMO level (spin up / spin down) = -7.99 / -7.80 eV
Energy above the lowest of the compared OMol25 structures with the same formula, charge and spin = 317.7 kJ/mol
Gap between HOMO and LUMO (spin up / spin down) = 8.25 / 7.56 eV

No. 7
# C3H9N3O

A structure of composition C3H9N3O (wB97M-V/def2-TZVPD, the Open Molecules 2025 dataset).

Each line ends with the Löwdin charge.
Positions of all 16 atoms, in Å:
C (0.0470, -1.8034, -0.3403)  -0.132
N (0.0977, 0.9982, 0.8561)  0.056
N (-1.0185, 1.2754, -0.5452)  -0.071
C (1.1436, 0.3088, 0.4217)  -0.432
N (-2.2374, 0.9087, -0.1887)  -0.070
C (0.9089, -0.6029, -0.6703)  -0.203
O (2.4352, 0.7825, 0.5318)  0.059
H (2.4426, 1.6037, 1.0373)  0.100
H (0.2875, 1.7694, 1.5039)  0.094
H (-0.1945, 0.3338, -1.1043)  0.155
H (-2.8020, 1.5986, 0.3017)  0.084
H (-2.3231, -0.0177, 0.2280)  0.076
H (1.8125, -0.8335, -1.2246)  0.096
H (-0.6924, -1.5612, 0.4231)  0.053
H (-0.5529, -2.1033, -1.2067)  0.068
H (0.6459, -2.6571, -0.0235)  0.067

Cartesian forces (eV/Å) of the 2 atoms listed first:
-0.6 -0.1 -0.6
0.3 -0.4 0.8

Lowest unoccupied orbital energy = 0.023 hartree
HOMO level = -7.59 eV
Energy above the lowest of the compared OMol25 structures with the same formula, charge and spin = 530.0 kJ/mol
Gap between HOMO and LUMO = 8.22 eV

No. 8
# C10H8O3

The molecule C10H8O3 (wB97M-V/def2-TZVPD, the Open Molecules 2025 dataset).

Each line ends with the Löwdin charge.
Positions of all 21 atoms, in Å:
C (3.1703, -1.5958, -0.0292)  -0.067
C (1.8971, -2.0906, 0.2064)  -0.064
C (3.3855, -0.2275, -0.0729)  -0.004
C (0.8315, -1.2287, 0.3992)  0.003
C (2.3215, 0.6374, 0.0887)  -0.033
C (1.0492, 0.1419, 0.3479)  -0.194
C (-3.3786, 1.7625, -0.2027)  -0.002
C (-2.1773, 1.7691, 0.4018)  -0.157
C (-1.1015, 0.9526, -0.0104)  -0.160
C (2.4485, 2.1976, -0.0279)  -0.526
O (3.5777, 2.6152, -0.1836)  0.104
O (1.3386, 2.7454, 0.0677)  0.290
O (0.0315, 1.0346, 0.5967)  -0.008
H (3.9920, -2.2773, -0.1874)  0.107
H (1.7282, -3.1558, 0.2475)  0.109
H (4.3614, 0.1928, -0.2611)  0.125
H (-0.1581, -1.6004, 0.6272)  0.124
H (-4.1753, 2.4033, 0.1283)  0.046
H (-3.5852, 1.1173, -1.0399)  0.053
H (-1.9745, 2.4264, 1.2351)  0.112
H (-1.2091, 0.2963, -0.8724)  0.140

Cartesian forces (eV/Å) of the 2 atoms listed first:
0.0 0.1 0.0
-0.1 0.1 0.0

Lowest unoccupied orbital energy (spin up / spin down) = 0.016 / -0.117 hartree
HOMO level (spin up / spin down) = -7.03 / -9.74 eV
Energy above the lowest of the compared OMol25 structures with the same formula, charge and spin = 0.0 kJ/mol
2S+1 = 3
Gap between HOMO and LUMO (spin up / spin down) = 7.47 / 6.56 eV

Number 1: DFT total energy -275621.920 eV. Number 2: DFT total energy -17072.940 eV. Number 3: DFT total energy -6703.178 eV. Number 4: DFT total energy -87572.718 eV. Number 5: DFT total energy -70820.468 eV. Number 6: DFT total energy -15487.827 eV. Number 7: DFT total energy -9770.046 eV. Number 8: DFT total energy -16637.698 eV.